Entry 1:
# C11H15N

2 unconnected molecules or ions with the total composition C11H15N at a distorted geometry (the ωB97M-V functional and the def2-TZVPD basis, the OMol25 dataset).

The geometry in XYZ format:
```
27
Properties=species:S:1:pos:R:3:mulliken_charge:R:1
C -0.0254 1.3145 2.5292 -1.63
C -0.5973 0.9945 1.1776 0.44
C -0.9384 1.8663 0.1838 -0.67
N -1.2564 1.1996 -0.9754 0.05
C -1.3555 -0.1430 -0.6607 -0.29
C -1.9280 -1.2744 -1.2925 -0.97
C -1.6338 -2.5211 -0.7636 -0.38
C -0.8566 -2.6201 0.3766 -0.56
C -0.5260 -1.5882 1.1968 -0.62
C -0.8233 -0.3131 0.6800 1.47
H 0.4319 2.2935 2.5665 0.35
H 0.4879 0.4580 2.9775 0.34
H -0.8915 1.4454 3.2189 0.36
H -0.8461 2.9463 0.1494 0.38
H -1.6765 1.5474 -1.8158 0.20
H -2.3625 -1.1715 -2.2614 0.36
H -2.0630 -3.4414 -1.1180 0.39
H -0.5759 -3.6710 0.6037 0.30
H -0.1291 -1.6946 2.1922 0.35
C 2.2468 0.7797 -0.4077 -0.27
C 2.1843 0.2123 -1.8394 -0.87
H 2.6901 0.2291 0.4088 0.34
H 2.6902 1.7882 -0.3122 0.34
H 1.2158 1.0106 -0.1729 -0.17
H 2.8365 -0.6610 -1.7762 0.24
H 1.1766 0.0686 -2.2697 0.22
H 2.5253 0.9455 -2.5958 0.30
```

Calculated values
Energy relative to the best compared isomer or geometry (same formula, charge and spin), kJ/mol: 128.6
Spin multiplicity: 1
SMILES: Cc1c[nH]c2ccccc12.CC
Charge: 0
Frontier orbital gap, Ha: 0.3192
Largest force on an atom, eV/A: 2.9

***

Entry 2:
# C45H48BClF5N6OPPdS3

A molecular structure, C45H48BClF5N6OPPdS3 at a distorted geometry (the ωB97M-V functional and the def2-TZVPD basis, the OMol25 dataset).

The geometry in XYZ format:
```
112
Properties=species:S:1:pos:R:3:mulliken_spin:R:1
Pd 0.3644 -0.2655 -0.2311 0.95
C -0.2925 4.2945 -4.5947 0.00
C 0.8116 4.3174 -3.5355 -0.01
C 1.4173 5.7141 -3.3894 0.00
C 1.9035 3.3521 -3.9789 0.02
N 0.1642 3.9749 -2.2188 0.01
C -0.9155 4.7336 -1.7999 -0.01
C -1.3338 4.2613 -0.6145 0.02
N -0.5132 3.2103 -0.2672 0.02
B -0.5317 2.2531 0.9227 0.21
N -1.8955 1.9918 1.5718 0.06
C -2.8296 2.9102 1.9878 0.03
C -3.9245 2.2357 2.3994 0.01
N -3.6684 0.8905 2.2642 0.02
C -2.4106 0.7533 1.7762 -0.01
S -1.5456 -0.7279 1.5918 0.54
C -4.6686 -0.1969 2.5332 0.01
C -6.0025 0.4422 2.9100 0.00
C -4.8558 -1.0193 1.2545 0.02
C -4.1864 -1.0635 3.6986 0.01
N 0.5389 2.6021 1.9563 0.03
C 0.9148 3.8644 2.3543 0.01
C 1.9877 3.7409 3.1604 0.01
N 2.2814 2.3978 3.2753 0.01
C 1.3793 1.7127 2.5269 0.01
S 1.2292 0.0091 2.3543 0.46
C 3.4826 1.8515 3.9905 0.01
C 4.2485 3.0092 4.6221 0.00
C 4.3814 1.1618 2.9595 0.00
C 3.0359 0.8936 5.0971 0.01
C 0.4007 3.0334 -1.2642 0.01
S 1.6285 1.8328 -1.1991 0.23
H 0.1499 4.4572 -5.5763 0.00
H -1.0396 5.0716 -4.4336 0.00
H -0.7898 3.3238 -4.6016 0.00
H 1.8972 6.0020 -4.3236 0.00
H 2.1741 5.7146 -2.6037 0.00
H 0.6641 6.4659 -3.1531 0.00
H 2.2705 3.6921 -4.9478 0.00
H 1.5227 2.3398 -4.0983 -0.01
H 2.7451 3.3439 -3.2929 0.00
H -1.3069 5.5496 -2.3785 0.00
H -2.1556 4.5958 -0.0090 0.00
H -0.2149 1.1891 0.4345 -0.03
H -2.6435 3.9691 1.9873 0.00
H -4.8478 2.6157 2.7925 0.00
H -6.3749 1.0982 2.1223 0.00
H -5.9328 0.9929 3.8488 0.00
H -6.7332 -0.3511 3.0518 0.00
H -5.1715 -0.3796 0.4283 0.00
H -5.6288 -1.7675 1.4250 0.00
H -3.9433 -1.5394 0.9663 0.00
H -4.0360 -0.4543 4.5908 0.00
H -3.2615 -1.5823 3.4654 0.00
H -4.9476 -1.8099 3.9218 0.00
H 0.3858 4.7461 2.0370 0.00
H 2.5529 4.5053 3.6585 0.00
H 4.6243 3.7045 3.8707 0.00
H 5.1078 2.6051 5.1535 0.00
H 3.6363 3.5450 5.3484 0.00
H 4.6714 1.8620 2.1747 0.00
H 3.8772 0.3136 2.4994 0.00
H 5.2845 0.7984 3.4489 0.00
H 2.3796 1.4071 5.8007 0.00
H 3.9118 0.5414 5.6405 0.00
H 2.5147 0.0282 4.7009 0.00
Cl -2.6781 0.9282 -1.6784 0.01
C -2.1538 0.7669 -3.3229 0.00
C -2.8290 1.4844 -4.2948 0.00
C -2.4409 1.3597 -5.6191 0.01
C -1.3762 0.5447 -5.9576 0.00
C -0.7052 -0.1722 -4.9803 0.01
C -1.0910 -0.1017 -3.6414 0.01
P -0.2809 -1.1808 -2.3911 0.22
C -1.4634 -2.5424 -2.1604 0.02
C -2.8234 -2.3917 -2.4279 0.02
C -3.7075 -3.4197 -2.1381 -0.01
C -3.2481 -4.5922 -1.5584 0.02
C -1.8912 -4.7630 -1.3216 -0.01
C -1.0008 -3.7474 -1.6254 0.01
C 1.1162 -1.8495 -3.3267 -0.03
C 2.3272 -1.1595 -3.2944 -0.01
C 3.3807 -1.5740 -4.0960 0.00
C 3.2200 -2.6642 -4.9402 0.00
C 2.0154 -3.3537 -4.9721 0.00
C 0.9628 -2.9565 -4.1625 0.01
H -3.6588 2.1202 -4.0174 0.00
H -2.9806 1.9000 -6.3852 0.00
H -1.0702 0.4555 -6.9911 0.00
H 0.1348 -0.7941 -5.2589 0.00
H -3.1991 -1.4838 -2.8782 0.00
H -4.7585 -3.3074 -2.3701 0.00
H -3.9441 -5.3782 -1.2969 0.00
H -1.5277 -5.6901 -0.8984 0.00
H 0.0548 -3.8925 -1.4509 0.01
H 2.4361 -0.2937 -2.6538 0.00
H 4.3244 -1.0455 -4.0613 0.00
H 4.0359 -2.9770 -5.5782 0.00
H 1.8914 -4.2007 -5.6338 0.00
H 0.0201 -3.4884 -4.1857 0.00
F 5.7081 -4.7941 1.1350 0.04
C 4.5718 -4.1938 0.9513 0.26
C 4.5446 -2.9137 0.3763 -0.04
F 5.6679 -2.3239 0.0246 0.00
C 3.3460 -2.2889 0.1995 0.08
F 3.3264 -1.0663 -0.2760 0.01
C 2.0752 -2.9104 0.5011 0.16
O 0.9428 -2.4289 0.2274 0.39
C 2.1769 -4.2024 1.1251 0.15
F 1.0685 -4.8125 1.4665 0.02
C 3.3816 -4.8155 1.3452 -0.03
F 3.4295 -5.9958 1.9251 0.00
```

Calculated values
Spin multiplicity: 5
Charge: +2
Frontier orbital gap (alpha / beta), Ha: 0.3050 / 0.1951
Largest force on an atom, eV/A: 1.1
Expectation value of S²: 6.0514

***

Entry 3:
# C37H38Cl2O2P2W

A molecular structure, C37H38Cl2O2P2W at a distorted geometry (the ωB97M-V functional and the def2-TZVPD basis, the OMol25 dataset).

The geometry in XYZ format:
```
82
Properties=species:S:1:pos:R:3:mulliken_spin:R:1
W -0.1717 0.2331 3.0002 0.79
C -1.7254 0.1897 4.9540 -0.04
C -2.3267 0.0849 3.6709 0.16
C -2.9240 1.1810 2.8039 -0.01
C -1.9016 1.8524 1.8649 0.11
C -0.6672 2.3551 2.5653 0.02
C -0.5327 2.5196 3.9556 -0.03
C -1.6521 2.6897 4.9345 -0.01
C -1.7514 1.4175 5.8154 0.01
C 1.9667 0.5541 2.7815 0.06
H -1.6494 -0.7482 5.5201 -0.01
H -2.5237 -0.9430 3.3198 0.00
H -3.5142 1.9242 3.3752 0.00
H -3.6662 0.6577 2.1689 0.01
H -1.6361 1.1824 1.0201 -0.02
H -2.3660 2.7379 1.3788 0.00
H 0.1736 2.6467 1.9160 -0.03
H 0.4442 2.8588 4.3096 0.00
H -2.6340 2.9214 4.4886 0.00
H -1.4582 3.5731 5.5892 0.00
H -0.8788 1.4216 6.5070 0.00
H -2.6447 1.4322 6.4932 0.00
H 2.6869 -0.1537 3.2449 0.00
H 2.0201 1.4757 3.3910 -0.01
H 2.3330 0.8194 1.7738 0.01
P -0.3142 -1.6813 -2.4887 0.23
P 1.1957 0.7604 -2.4055 0.32
C -1.2161 -0.2109 -3.0510 -0.02
C -0.5412 0.9794 -2.8597 -0.01
C -0.6643 -2.9562 -3.7883 0.05
C -1.7920 -2.9354 -4.6274 0.02
C -1.9485 -3.8989 -5.6366 0.00
C -1.0025 -4.9196 -5.7792 0.01
C 0.0623 -5.0122 -4.8752 0.00
C 0.2456 -4.0277 -3.9018 0.02
C -1.2757 -2.3140 -1.0722 0.13
C -0.8681 -1.9323 0.2316 -0.04
C -1.4664 -2.5143 1.3460 0.03
C -2.6173 -3.3157 1.1789 0.01
C -3.0030 -3.7190 -0.1060 0.00
C -2.3315 -3.2178 -1.2299 0.02
C 2.0117 0.9960 -4.0889 0.06
C 1.7986 0.0101 -5.0757 0.03
C 2.4696 0.0620 -6.2985 -0.01
C 3.3725 1.1055 -6.5595 0.03
C 3.5360 2.1321 -5.6214 -0.01
C 2.8538 2.0800 -4.3986 0.02
C 1.7264 2.2302 -1.4506 0.07
C 2.9806 2.1477 -0.7955 0.05
C 3.3847 3.1597 0.0701 -0.01
C 2.5508 4.2543 0.2992 0.02
C 1.3474 4.3849 -0.4107 0.00
C 0.9298 3.3682 -1.2802 0.02
H -2.2182 -0.3112 -3.4821 0.00
H -0.9520 1.9836 -3.0378 0.01
H -2.5666 -2.1783 -4.4998 0.00
H -2.8157 -3.8584 -6.3032 0.00
H -1.1034 -5.6506 -6.5857 0.00
H 0.7514 -5.8563 -4.9324 0.00
H 1.0901 -4.0830 -3.2143 0.00
H -0.0688 -1.1891 0.3685 -0.02
H -1.0216 -2.3805 2.3571 -0.01
H -3.1923 -3.6511 2.0450 0.00
H -3.8206 -4.4274 -0.2551 0.00
H -2.6305 -3.5268 -2.2334 0.00
H 1.1097 -0.8124 -4.8861 0.00
H 2.3090 -0.7142 -7.0528 0.00
H 3.9547 1.1059 -7.4877 0.00
H 4.2039 2.9672 -5.8455 0.00
H 2.9828 2.8942 -3.6862 0.00
H 3.6208 1.2852 -0.9807 0.00
H 4.3548 3.0795 0.5695 0.00
H 2.8403 5.0066 1.0312 0.00
H 0.7404 5.2761 -0.2866 0.00
H 0.0003 3.4807 -1.8444 0.00
Cl 1.7847 0.5069 7.1745 0.00
C 1.4785 -1.1906 6.7871 0.00
Cl 0.7687 -2.0258 8.1723 0.00
C 0.6738 -1.3372 5.4548 -0.01
O -0.0839 -2.2970 5.2846 0.00
O 0.9270 -0.3481 4.6381 -0.02
H 2.4574 -1.6460 6.5640 0.00
```

Calculated values
Energy relative to the best compared isomer or geometry (same formula, charge and spin), kJ/mol: 83.0
Spin multiplicity: 3
Charge: +2
Frontier orbital gap (alpha / beta), Ha: 0.2365 / 0.2158
Largest force on an atom, eV/A: 4.0
Expectation value of S²: 2.0353